Record 1
14
Properties=species:S:1:pos:R:3:forces:R:3:mulliken_charge:R:1 method="wB97M-V/def2-TZVPD" homo_lumo_gap_ev=8.42 e_lumo_ev=-0.272 spin_multiplicity=1 homo_energy_ev=-8.69 de_lowest_ev=9.519
C 0.415 -1.337 0.739 -3.2 3.6 4.3 -1.49
C 0.718 0.156 0.501 -1.1 -1.4 3.1 0.82
C 0.029 0.876 -0.520 -0.5 -0.4 -3.2 0.71
H -0.800 -1.383 0.719 2.9 0.0 0.5 0.38
H 0.657 -1.679 -0.154 1.7 -2.9 -3.6 0.43
H 0.870 -1.709 1.701 -0.4 0.1 -1.5 0.30
H 0.434 2.782 1.616 3.5 -1.7 -2.5 0.33
H -0.739 -2.003 -1.295 -3.4 3.9 -1.0 0.25
H -2.395 -0.744 -2.250 3.7 -0.4 3.0 0.27
N 1.299 0.952 1.323 0.8 -1.2 0.6 -0.50
N 1.324 2.244 0.887 -4.8 0.6 1.0 -0.23
N -0.681 0.472 -1.582 -0.9 0.0 2.7 -0.45
N -1.626 -0.772 -1.318 2.2 -1.2 -2.3 -0.53
O 0.496 2.143 -0.366 -0.5 0.9 -1.2 -0.29

---

Record 2
14
Properties=species:S:1:pos:R:3:forces:R:3:mulliken_charge:R:1 method="wB97M-V/def2-TZVPD" homo_lumo_gap_ev=9.03 e_lumo_ev=0.257 spin_multiplicity=1 homo_energy_ev=-8.77 de_lowest_ev=5.620
C 1.411 1.609 0.151 1.1 -1.3 -0.8 -0.33
C 1.081 -1.694 -0.170 -3.5 2.0 -0.5 0.02
C -1.772 -0.100 -0.133 2.3 -2.9 1.6 0.02
H 2.000 1.784 -0.775 -0.9 -0.2 0.2 0.35
H 0.862 2.410 0.593 0.3 0.4 0.8 0.31
H 1.360 -2.523 -0.803 0.1 -0.2 0.2 0.38
H -0.371 -0.272 1.298 0.0 0.0 0.3 0.49
H -2.194 -0.845 -0.812 -0.4 0.8 -0.7 0.37
H -2.283 1.432 -0.873 -0.1 0.6 0.9 0.24
N 1.376 0.432 0.669 -2.0 1.2 -0.4 -0.22
N 1.665 -0.567 -0.213 1.7 -1.8 0.7 -0.42
N -1.012 -0.887 0.809 -1.4 2.7 0.7 -0.35
N -1.781 1.148 -0.011 -0.9 0.4 -1.9 -0.57
O -0.341 -1.928 0.270 3.6 -1.9 -1.2 -0.28

---

Record 3
14
Properties=species:S:1:pos:R:3:forces:R:3:mulliken_charge:R:1 method="wB97M-V/def2-TZVPD" homo_lumo_gap_ev=9.68 e_lumo_ev=0.459 spin_multiplicity=1 smiles="NC1=NC(=O)NCN1" homo_energy_ev=-9.22 de_lowest_ev=0.428
C -0.840 -0.643 -0.007 2.1 1.9 0.8 0.57
C 1.462 -0.869 -0.073 0.3 -0.7 1.5 0.47
C 0.550 1.362 0.255 0.2 -1.5 0.5 -0.44
H -2.047 -2.245 -0.066 -0.2 1.2 -0.1 0.29
H -2.946 -0.618 -0.110 2.6 -1.8 0.2 0.24
H 2.493 0.705 -0.394 -0.7 0.2 -0.1 0.27
H 0.747 1.474 1.406 -0.4 -0.4 -2.0 0.22
H 0.653 2.348 -0.196 -0.2 -0.1 0.0 0.36
H -1.485 1.345 -0.572 1.5 -1.4 1.1 0.28
N -2.034 -1.212 -0.095 -3.1 0.2 -0.3 -0.38
N 0.235 -1.371 0.210 -2.2 -0.8 -0.4 -0.64
N 1.504 0.428 -0.420 0.6 3.6 -0.1 -0.34
N -0.793 0.775 0.006 -0.7 0.4 -0.9 -0.27
O 2.502 -1.477 0.057 0.3 -0.8 -0.3 -0.62

---

Record 4
16
Properties=species:S:1:pos:R:3:forces:R:3:mulliken_charge:R:1 method="wB97M-V/def2-TZVPD" homo_lumo_gap_ev=9.04 e_lumo_ev=0.112 spin_multiplicity=1 smiles="NC(N)=NNC(=O)C(=O)O" homo_energy_ev=-8.93 de_lowest_ev=0.926
C 1.811 0.030 -0.080 1.1 -0.7 2.5 0.46
C -1.205 0.797 0.012 1.4 1.3 0.4 0.31
C -1.392 -0.760 0.015 2.6 -1.1 -0.3 0.64
H 3.707 -0.460 -0.334 -0.4 -0.5 0.1 0.29
H 2.823 -0.493 -1.741 -0.3 -0.2 1.4 0.31
H 1.495 -1.058 1.606 -0.1 -0.4 0.2 0.27
H 1.050 0.598 1.728 1.0 -1.5 -0.8 0.34
H 0.064 2.397 -0.256 -0.7 1.9 -0.3 0.24
H -2.542 -2.048 -0.343 -0.7 -0.1 -0.7 0.38
N 2.792 -0.715 -0.717 0.8 0.4 -1.1 -0.54
N 1.704 -0.125 1.320 -0.2 1.5 -0.7 -0.56
N 1.185 0.902 -0.724 -0.5 0.4 -2.2 -0.64
N 0.119 1.450 -0.050 -3.1 -2.9 1.0 -0.03
O -2.193 1.445 0.245 0.3 0.0 -0.2 -0.52
O -2.544 -1.116 -0.643 2.0 -0.3 1.9 -0.41
O -0.574 -1.570 0.504 -3.2 2.3 -1.4 -0.55

---

Record 5
14
Properties=species:S:1:pos:R:3:forces:R:3:mulliken_charge:R:1 method="wB97M-V/def2-TZVPD" homo_lumo_gap_ev=8.80 e_lumo_ev=0.089 spin_multiplicity=1 smiles="[H]/N=C(/N)N(C=S)N=C" homo_energy_ev=-8.71 de_lowest_ev=2.207
C -1.474 -0.775 0.133 -1.4 -1.1 -0.5 0.54
C 0.037 1.008 -0.625 0.2 1.0 -0.1 -0.15
C 1.722 -0.455 1.333 0.4 -1.0 -0.6 -0.29
H -2.219 -2.706 0.206 0.7 0.6 -0.1 0.24
H -0.472 -2.586 0.035 0.5 -0.3 0.0 0.23
H -2.586 0.761 0.229 0.0 1.0 0.0 0.22
H -0.875 1.449 -1.054 0.2 -0.5 0.2 0.24
H 2.483 -1.162 1.741 -0.6 0.7 -0.5 0.25
H 1.770 0.582 1.578 -0.1 0.6 0.5 0.28
N -1.359 -2.159 0.146 -1.1 1.2 0.1 -0.36
N -2.653 -0.225 0.120 2.3 -1.3 0.1 -0.72
N -0.173 -0.127 0.073 -0.2 0.1 0.1 0.46
N 0.889 -0.944 0.507 -0.1 -0.6 0.8 -0.65
S 1.453 1.824 -0.857 -0.5 -0.4 0.0 -0.30

---

Record 6
17
Properties=species:S:1:pos:R:3:forces:R:3:mulliken_charge:R:1 method="wB97M-V/def2-TZVPD" total_charge=+1 homo_lumo_gap_ev="6.86 / 7.31" e_lumo_ev="-6.291 / -5.865" spin_multiplicity=1 homo_energy_ev="-13.15 / -13.17" de_lowest_ev=9.271
C -1.051 0.315 0.222 1.2 1.2 0.6 0.37
C -0.352 -1.832 -0.223 1.2 -0.4 -0.5 -0.41
C 1.333 -0.002 0.244 0.3 2.5 0.7 -0.16
N 0.096 -0.459 0.091 -1.1 -0.9 -0.2 0.13
N 1.039 2.587 -0.198 0.4 -0.6 -0.9 -0.02
N -1.076 1.581 0.598 -0.5 -1.5 1.1 -0.34
N 2.389 -0.665 -0.101 -0.1 -1.0 -0.3 -0.17
N -2.132 -0.445 -0.043 0.2 -0.3 -0.2 0.73
O -1.744 -1.783 -0.144 -1.1 -0.1 0.1 -0.29
O -3.294 -0.150 -0.044 -0.3 0.0 0.0 -0.55
O -0.119 2.417 -0.528 0.8 1.1 -0.8 -0.07
H -0.028 -2.113 -1.240 -0.2 0.1 0.3 0.34
H 0.020 -2.561 0.508 -0.1 0.2 -0.1 0.34
H 1.231 2.931 0.757 -0.6 -0.3 0.4 0.29
H -1.997 2.015 0.585 -0.1 0.0 -0.1 0.34
H 2.386 -1.569 -0.574 0.1 0.1 0.1 0.20
H 3.298 -0.266 0.089 -0.2 0.0 0.0 0.28

---

Record 7
18
Properties=species:S:1:pos:R:3:forces:R:3:mulliken_charge:R:1 method="wB97M-V/def2-TZVPD" homo_lumo_gap_ev=8.78 e_lumo_ev=-0.916 spin_multiplicity=1 smiles="O=NN1CN(N=O)CN(N=O)C1" homo_energy_ev=-9.69 de_lowest_ev=7.511
C -1.022 -0.008 0.887 -1.3 2.8 1.6 -0.59
C 0.596 -0.878 -0.539 2.5 -2.7 -0.2 -0.71
C 0.049 1.335 -0.935 4.6 1.5 4.3 -0.36
H -1.771 -0.064 0.003 0.5 -0.1 2.5 0.33
H -1.330 0.440 1.986 0.0 -2.8 -2.3 0.42
H 1.704 -0.564 -0.493 -1.6 -0.5 0.6 0.27
H 0.576 -1.846 -1.003 0.2 -0.3 -0.6 0.37
H -0.456 2.025 -1.573 -0.6 0.6 0.1 0.30
H 1.244 1.584 -0.692 -2.8 0.0 -1.9 0.33
N 0.476 1.835 1.456 0.7 -0.6 -0.4 -0.24
N -0.253 1.159 0.564 -0.9 2.8 -1.2 0.50
N -0.081 -1.073 0.747 -1.6 1.2 1.9 0.46
N -0.054 0.043 -1.336 -2.5 -0.8 -4.0 0.41
N -1.147 -0.219 -2.269 2.1 -4.1 0.6 -0.12
N 0.630 -1.499 1.845 0.4 -1.3 -3.9 -0.15
O 0.560 1.328 2.562 -0.7 0.4 -0.4 -0.43
O -1.234 -1.429 -2.538 -0.1 3.9 0.9 -0.34
O 1.513 -2.168 1.328 1.1 -0.2 2.4 -0.44

---

Record 8
11
Properties=species:S:1:pos:R:3:forces:R:3:mulliken_charge:R:1 method="wB97M-V/def2-TZVPD" total_charge=+1 homo_lumo_gap_ev=8.90 e_lumo_ev=-4.326 spin_multiplicity=1 homo_energy_ev=-13.22 de_lowest_ev=3.316
C -0.459 -0.218 -1.160 0.6 0.0 0.2 -0.51
C 0.480 -0.359 0.037 0.3 0.3 -0.8 0.15
C -1.146 -1.350 -0.462 -3.2 -1.4 -1.0 -0.21
N 0.246 0.750 0.990 2.4 1.1 0.4 -0.35
O -0.276 -1.436 0.510 0.8 -0.2 0.7 -0.15
H -0.976 0.725 -1.306 -0.2 0.0 0.0 0.29
H -0.151 -0.602 -2.128 0.5 0.1 -0.1 0.27
H 1.534 -0.618 -0.109 0.0 0.5 0.4 0.42
H 0.843 1.533 0.647 -0.6 -0.1 0.4 0.38
H 0.629 0.501 1.918 -0.5 0.1 -0.2 0.35
H -0.723 1.074 1.064 0.0 -0.3 -0.1 0.35

---

Record 9
12
Properties=species:S:1:pos:R:3:forces:R:3:mulliken_charge:R:1 method="wB97M-V/def2-TZVPD" total_charge=-1 homo_lumo_gap_ev=6.86 e_lumo_ev=4.344 spin_multiplicity=1 smiles="CC(C)=[N+]([O-])[O-]" homo_energy_ev=-2.51 de_lowest_ev=4.389
C -0.143 -0.038 0.110 1.6 1.6 -0.6 0.36
C 0.703 1.184 0.276 1.5 -1.1 -0.1 -0.98
C 0.030 -0.792 -1.159 -5.0 0.4 -0.3 -1.10
N -0.883 -0.420 1.099 -1.2 0.0 0.6 0.80
O -1.592 -1.455 0.969 -0.8 -1.5 0.2 -0.83
O -0.993 0.262 2.184 0.5 0.2 -0.2 -0.79
H 1.282 1.162 -0.702 -0.5 1.1 1.1 0.29
H 0.146 2.097 0.535 0.3 -0.1 -0.4 0.23
H 1.473 0.991 1.092 -0.8 0.5 -0.7 0.18
H 0.959 -1.197 -1.277 2.9 -0.8 -0.6 0.31
H -0.298 -0.127 -2.076 0.8 -1.3 1.4 0.21
H -0.684 -1.667 -1.051 0.7 1.0 -0.5 0.32

---

Record 10
12
Properties=species:S:1:pos:R:3:forces:R:3:mulliken_charge:R:1 method="wB97M-V/def2-TZVPD" total_charge=-1 homo_lumo_gap_ev=6.56 e_lumo_ev=4.037 spin_multiplicity=1 smiles="O=CNCC[O-]" homo_energy_ev=-2.52 de_lowest_ev=2.361
C 0.122 0.157 -1.604 1.4 -0.5 0.5 0.10
N -0.650 0.612 -0.594 0.0 0.0 0.0 -0.20
C -0.143 0.742 0.813 -0.4 0.0 -0.9 -0.45
C 0.349 -0.631 1.365 0.4 -0.2 1.0 -0.23
O 0.396 -0.811 2.691 -0.6 0.6 0.2 -0.87
O -0.105 0.102 -2.798 -0.9 0.0 -0.2 -0.59
H 1.096 -0.246 -1.244 -0.1 0.6 0.1 0.22
H -1.632 0.413 -0.697 -0.1 0.4 -0.1 0.24
H -1.036 1.060 1.355 0.2 0.0 0.4 0.33
H 0.590 1.567 0.821 -0.2 -0.4 0.2 0.21
H 1.420 -0.753 1.032 -0.6 -0.3 -1.1 0.12
H -0.415 -1.303 0.854 0.8 -0.2 -0.2 0.11

---

Number 1: E -11207.2577 eV. Number 2: E -11211.1568 eV. Number 3: E -11216.3482 eV. Number 4: E -15310.2998 eV. Number 5: E -20002.1289 eV. Number 6: E -16784.1966 eV. Number 7: E -18281.5517 eV. Number 8: E -6734.6606 eV. Number 9: E -8790.8274 eV. Number 10: E -8792.8559 eV.